ORCA calculation (ωB97M-V/def2-TZVPD) on a molecular structure, C37H38CsN7O4.

Energy: -2137.07131 a.u.
Energy above the lowest of the compared OMol25 structures with the same formula, charge and spin: 1.951 eV
Multiplicity: 1
Max |F|: 2.38 eV Å⁻¹

```
87
Properties=species:S:1:pos:R:3:forces:R:3:mulliken_charge:R:1
Cs 0.189842 0.426879 -1.192780 1.147 -2.032 0.453 1.720
C -4.201813 -6.010647 1.179928 -0.094 -0.092 0.057 -1.644
C -3.438241 -4.729615 1.065097 0.019 0.176 0.093 0.530
C -3.610412 -3.689343 1.923605 0.053 -0.102 -0.129 -0.778
C -2.870807 -2.483140 1.789849 -0.019 0.015 -0.088 -0.002
C -3.129205 -1.411794 2.649315 0.010 0.003 -0.010 -0.027
N -2.496301 -0.267295 2.571931 0.118 -0.179 -0.231 0.306
C -2.764900 0.908613 3.359344 -0.102 0.190 0.078 -0.962
C -1.635979 1.223625 4.345544 0.028 -0.007 0.003 -0.073
C -1.481455 2.720871 4.609197 0.038 -0.004 0.246 -1.081
N -1.073300 3.442658 3.408898 0.252 0.018 -0.462 -0.133
C -0.067646 3.059790 2.590385 -0.083 0.022 0.194 -0.406
C 1.084638 2.375634 2.909545 -0.206 0.018 -0.031 -0.054
C 1.666918 2.308940 4.220482 0.154 -0.101 0.045 -0.524
C 2.802252 1.614120 4.460052 -0.228 0.154 -0.037 0.759
C 3.489166 1.604995 5.787514 -0.017 0.052 0.099 -1.722
C 3.361034 0.836003 3.391379 -0.136 -0.058 -0.358 -0.256
C 2.850093 0.802803 2.136119 0.032 0.122 0.220 0.555
C 3.357563 -0.183804 1.161121 0.098 0.000 -0.063 -0.992
N 2.558116 -0.822017 0.427410 0.054 -0.011 0.143 0.076
C 3.055737 -1.868265 -0.438785 0.068 -0.112 0.078 -0.009
C 2.628047 -3.230947 0.107222 0.007 0.016 0.010 -1.212
C 1.114721 -3.376366 0.197173 0.046 -0.057 0.153 -0.200
N 0.530198 -3.361041 -1.133639 0.222 0.060 -0.089 -0.217
C -0.723309 -3.391572 -1.256967 -0.168 -0.025 0.033 -0.815
C -1.726884 -3.453346 -0.154042 -0.039 -0.030 0.120 0.597
C -2.485315 -4.572406 0.019498 0.044 0.130 0.014 -0.426
C -1.901645 -2.324684 0.732959 -0.078 -0.226 0.055 0.432
O -1.244596 -1.261519 0.580706 -0.040 0.026 0.230 -0.756
C 1.721043 1.682734 1.784364 -0.028 -0.076 0.069 0.091
O 1.293281 1.777665 0.632511 0.846 1.007 1.094 -0.930
H -4.903428 -5.972706 2.011454 -0.029 -0.019 0.022 0.355
H -3.532772 -6.855429 1.343300 0.031 -0.067 0.009 0.337
H -4.767696 -6.214853 0.271493 -0.046 -0.028 -0.059 0.346
H -4.330314 -3.763467 2.728776 -0.085 -0.021 0.086 0.320
H -3.898484 -1.506535 3.413754 0.013 0.010 -0.005 0.383
H -1.797175 -0.264744 1.796115 -0.078 -0.024 0.099 -0.026
H -3.720931 0.778089 3.875822 0.086 0.022 -0.019 0.432
H -2.889731 1.736819 2.654374 -0.011 -0.014 0.085 0.319
H -0.695153 0.841407 3.943353 -0.061 -0.003 0.020 0.170
H -1.800249 0.706384 5.291083 -0.023 -0.015 0.039 0.443
H -0.771137 2.885944 5.418487 -0.071 -0.017 -0.010 0.235
H -2.426906 3.165864 4.925336 0.023 -0.051 0.023 0.501
H -1.812971 3.955910 2.955731 0.113 -0.012 -0.006 0.351
H -0.216198 3.288225 1.539446 -0.007 0.011 -0.019 0.523
H 1.241252 2.909070 5.010189 -0.045 0.053 0.114 0.426
H 2.974588 2.247807 6.497040 -0.026 0.042 0.079 0.371
H 4.516874 1.954181 5.699146 0.094 0.038 -0.001 0.364
H 3.525261 0.599510 6.204575 0.011 -0.101 0.044 0.360
H 4.212657 0.205841 3.622037 0.084 -0.067 -0.002 0.462
H 4.442833 -0.378088 1.160442 -0.064 0.006 -0.009 0.386
H 4.150704 -1.822205 -0.552055 -0.083 -0.024 0.002 0.548
H 2.597524 -1.739216 -1.420888 0.047 0.031 0.018 -0.493
H 3.066335 -3.379198 1.098600 0.005 0.001 0.007 0.379
H 3.024020 -4.008282 -0.549189 0.017 -0.026 -0.019 0.433
H 0.703491 -2.565298 0.802835 0.021 -0.009 0.015 0.062
H 0.859813 -4.324318 0.688827 0.034 0.064 -0.011 0.426
H -1.111647 -3.416242 -2.272132 -0.084 0.021 -0.120 0.431
H -2.351331 -5.395982 -0.672239 0.013 -0.081 -0.066 0.496
O -0.929950 3.440232 -6.086043 -0.058 0.010 -0.025 -0.708
C -2.019326 3.645506 -5.328571 -0.009 -0.023 0.043 0.416
C -2.970939 4.556285 -5.796112 0.090 -0.056 -0.005 -0.654
C -4.115567 4.814472 -5.072566 -0.025 0.047 -0.040 -0.330
C -4.342571 4.172986 -3.861478 -0.040 0.010 0.045 -0.688
C -3.406888 3.270455 -3.397461 -0.022 -0.035 0.018 -0.505
C -2.241207 2.986162 -4.103123 -0.009 0.080 -0.086 0.224
C -1.309277 1.968230 -3.517283 0.018 0.314 -0.222 0.384
O -1.634147 1.398039 -2.451837 -1.550 0.572 -1.349 -0.791
N -0.161947 1.867373 -4.196120 0.092 0.112 -0.261 -0.405
N 0.707155 0.844145 -3.930813 -0.045 0.355 -0.228 -0.394
C 1.938302 1.145294 -4.107470 -0.237 0.056 -0.227 -0.461
C 3.002937 0.137630 -4.068021 0.146 0.056 -0.022 1.066
C 4.304857 0.531187 -4.396528 -0.118 -0.060 0.046 -0.792
C 5.307264 -0.417967 -4.428137 0.008 -0.070 0.008 -0.327
C 4.985265 -1.734384 -4.134364 -0.013 0.005 0.001 -0.630
C 3.668579 -2.025158 -3.802333 0.203 -0.117 0.004 -0.153
N 2.700643 -1.126176 -3.757721 -0.201 0.181 -0.026 -0.278
H -0.367797 2.789630 -5.574743 -0.020 0.045 0.118 0.501
H -2.780844 5.044251 -6.740519 0.017 0.043 -0.079 0.408
H -4.840184 5.520107 -5.457044 -0.031 0.039 -0.022 0.356
H -5.240739 4.372261 -3.295075 -0.062 0.010 0.037 0.400
H -3.557459 2.739031 -2.467666 0.004 -0.009 0.020 0.352
H 2.229193 2.172237 -4.354978 -0.062 -0.131 -0.059 0.231
H 4.508302 1.565605 -4.634346 -0.002 0.058 -0.008 0.354
H 6.320465 -0.138717 -4.686531 0.015 -0.004 -0.001 0.428
H 5.729431 -2.517381 -4.157932 0.021 -0.029 -0.001 0.399
H 3.376378 -3.037356 -3.545833 0.010 -0.078 0.013 0.411
```
Forces are in eV/Å.

***

ORCA calculation (ωB97M-V/def2-TZVPD) on C5H5IN4S2 in the gas phase.

Energy: -1506.57322 a.u.
SMILES string: NC(=S)N/N=C/c1sncc1I
Energy above the lowest of the compared OMol25 structures with the same formula, charge and spin: 0.000 eV
Multiplicity: 1
Max |F|: 2.59 eV Å⁻¹

```
17
Properties=species:S:1:pos:R:3:forces:R:3:mulliken_charge:R:1
S 3.394315 -3.128207 0.334979 0.278 0.692 -0.157 -0.433
I -2.711937 -0.518584 0.535419 0.613 2.224 -0.882 0.064
N -2.173220 3.654471 -1.079803 0.090 -1.027 -0.065 -0.470
N 0.604126 -0.299950 0.170741 0.149 1.779 -1.152 -0.187
S -0.504608 3.375529 -1.133526 -1.613 -0.691 0.420 0.081
C 1.951231 -2.326010 0.562013 0.201 -0.233 -0.480 0.264
C -2.807390 2.565037 -0.676635 0.712 -0.279 1.245 -0.025
C -1.952702 1.464135 -0.254556 -0.603 -0.720 -0.282 -0.624
C -0.638746 1.759111 -0.516716 0.681 -1.128 0.347 0.671
C 0.567018 0.890815 -0.419733 0.182 -2.248 1.279 -0.282
N 0.940834 -3.063830 1.087984 -0.515 1.176 0.282 -0.362
N 1.793019 -0.997496 0.121579 -0.611 -0.388 0.423 -0.036
H -3.897662 2.510159 -0.488936 0.766 0.439 -0.514 0.366
H 1.479602 1.263673 -0.880082 0.038 0.147 -0.090 0.295
H 1.221861 -3.959452 1.491688 -0.147 0.694 -0.362 0.226
H 0.104380 -2.610080 1.443814 0.176 -0.091 -0.201 0.223
H 2.629879 -0.579320 -0.298230 -0.397 -0.345 0.190 0.227
```
Forces are in eV/Å.